1.
Computed, not measured: a structure of composition C28H23N2O7PRh, with ωB97M-V/def2-TZVPD.

Values from the calculation:
HOMO-LUMO gap = 6.20 eV
LUMO level = -4.5 eV
HOMO = -10.7 eV
charge = +1
spin multiplicity = 1

```
62
Properties=species:S:1:pos:R:3:lowdin_charge:R:1
Rh 0.1899 -0.1389 0.4296 0.9405
O 2.6614 -1.1447 -0.0537 -0.0171
N 2.2262 0.1540 -0.0607 -0.1206
C 3.0979 1.1059 -0.1085 -0.0436
C 2.8269 2.5151 -0.1323 -0.1988
C 3.9458 3.3691 -0.1370 -0.0125
C 3.8145 4.7393 -0.1610 -0.0380
C 2.5473 5.3104 -0.1756 -0.0295
C 1.4290 4.4971 -0.1683 -0.0725
C 1.5462 3.1088 -0.1537 -0.2893
P -0.0342 2.1991 -0.1081 1.0981
C -1.0702 2.7883 -1.4682 -0.3268
C -0.4907 3.3393 -2.6146 -0.0795
C -1.2681 3.5777 -3.7321 -0.0595
C -2.6181 3.2620 -3.7290 -0.0498
C -3.1987 2.7140 -2.5959 -0.0512
C -2.4291 2.4605 -1.4784 -0.0997
C -0.6694 2.6762 1.5326 -0.3434
C -1.9514 3.1405 1.8098 -0.0647
C -2.3220 3.3985 3.1192 -0.0571
C -1.4282 3.1953 4.1587 -0.0566
C -0.1419 2.7509 3.8874 -0.0643
C 0.2336 2.4790 2.5876 -0.1187
H 3.6227 -1.2147 -0.2167 0.1243
H 4.1584 0.8351 -0.1202 0.1473
H 4.9322 2.9303 -0.1426 0.1191
H 4.6904 5.3698 -0.1878 0.1193
H 2.4294 6.3820 -0.1969 0.1191
H 0.4399 4.9361 -0.1783 0.1233
H 0.5623 3.5816 -2.6308 0.1043
H -0.8175 4.0055 -4.6141 0.1134
H -3.2144 3.4285 -4.6112 0.1142
H -4.2493 2.4692 -2.5894 0.1152
H -2.8704 1.9823 -0.6195 0.0852
H -2.6577 3.3178 1.0143 0.0952
H -3.3138 3.7711 3.3276 0.1132
H -1.7319 3.3851 5.1764 0.1121
H 0.5663 2.6243 4.6921 0.1109
H 1.2384 2.1299 2.3736 0.1011
O -1.9891 -0.1947 -0.0854 -0.1032
C -2.7540 -1.1668 -0.0527 -0.1523
C -2.4208 -2.5519 -0.1465 -0.1126
C -3.4128 -3.5281 -0.0328 0.0624
C -3.0857 -4.8681 -0.0167 -0.1441
C -1.7481 -5.2827 -0.1323 0.0246
C -0.7566 -4.3576 -0.2588 0.0221
C -1.0321 -2.9488 -0.2870 -0.3463
O -0.0748 -2.1418 -0.4157 -0.1059
N -4.1278 -5.8517 0.1602 -0.3713
O -3.7860 -7.0090 0.2447 0.0902
O -5.2651 -5.4403 0.2201 0.0819
H -3.8292 -0.9633 0.0726 0.1469
H -4.4508 -3.2435 0.0674 0.1312
H -1.5355 -6.3422 -0.1116 0.1262
H 0.2782 -4.6464 -0.3532 0.1194
C 1.0454 -1.0824 4.3849 0.0026
O 0.9360 -0.6364 3.0117 -0.0887
C -0.2247 -0.6989 2.4047 -0.4555
O -1.2870 -1.0674 2.8279 0.1169
H 1.7803 -1.8857 4.4236 0.1015
H 0.0739 -1.4266 4.7387 0.0980
H 1.3830 -0.2353 4.9778 0.0934
```


2.
Computed, not measured: the molecule C16H23NO4, with ωB97M-V/def2-TZVPD.

Values from the calculation:
HOMO-LUMO gap = 8.87 eV
LUMO level = 0.5 eV
HOMO = -8.4 eV
charge = 0
structure (SMILES) = CCCCCCOc1ccc([C@@H](CC(N)=O)C(=O)O)cc1
energy above the lowest of the compared OMol25 structures with the same formula, charge and spin = 0.083 eV
spin multiplicity = 1

```
44
Properties=species:S:1:pos:R:3:lowdin_charge:R:1
C 0.8736 4.3188 5.8530 -0.1149
C 1.0293 5.5549 4.9749 -0.2725
C 1.8627 5.2986 3.7188 -0.2310
C 1.1812 4.3612 2.7252 -0.2183
C 1.9955 4.2085 1.4427 -0.1762
C 1.3406 3.2342 0.4685 -0.2147
O 1.3683 1.9481 1.0534 -0.0462
C 0.8578 0.8979 0.3595 -0.2639
C 0.2533 0.9793 -0.8904 -0.0022
C -0.2351 -0.1631 -1.4998 -0.0247
C -0.1321 -1.4037 -0.8886 -0.2131
C -0.6543 -2.6421 -1.5655 -0.1727
C -2.1726 -2.5329 -1.8299 -0.0460
C -2.8594 -3.8836 -1.8179 -0.5082
N -4.1641 -3.8585 -1.4978 0.1793
O -2.2848 -4.9281 -2.0776 0.0512
C 0.0976 -2.9061 -2.8867 -0.5023
O 0.8461 -2.1147 -3.3875 0.1257
O -0.1517 -4.0855 -3.4381 0.1198
C 0.4751 -1.4794 0.3595 -0.0218
C 0.9597 -0.3485 0.9796 0.0023
H 1.8489 3.9207 6.1243 0.0732
H 0.3156 3.5414 5.3381 0.0632
H 0.3400 4.5700 6.7670 0.0667
H 1.5126 6.3424 5.5582 0.1015
H 0.0417 5.9201 4.6836 0.1039
H 2.0541 6.2548 3.2244 0.1097
H 2.8284 4.8782 4.0080 0.1140
H 0.1909 4.7535 2.4794 0.1210
H 1.0532 3.3740 3.1685 0.1072
H 2.1028 5.1757 0.9478 0.1185
H 2.9915 3.8354 1.6864 0.1216
H 1.8900 3.2260 -0.4831 0.1302
H 0.3026 3.5395 0.2734 0.1300
H 0.1627 1.9238 -1.4031 0.1040
H -0.6873 -0.0815 -2.4757 0.1210
H -0.4767 -3.5074 -0.9155 0.1529
H -2.6217 -1.8879 -1.0718 0.1292
H -2.3516 -2.0731 -2.8061 0.1453
H -4.6505 -3.0057 -1.2869 0.1094
H -4.6799 -4.7239 -1.4950 0.1196
H -0.8457 -4.5950 -2.9455 0.0765
H 0.5726 -2.4364 0.8524 0.1146
H 1.4326 -0.4030 1.9475 0.1169
```


3.
Computed, not measured: a structure of composition C6H8AgLiO6, with ωB97M-V/def2-TZVPD.

Values from the calculation:
HOMO-LUMO gap = 4.17 eV
LUMO level = -1.8 eV
HOMO = -6.0 eV
charge = 0
energy above the lowest of the compared OMol25 structures with the same formula, charge and spin = 2.645 eV
spin multiplicity = 1

```
22
Properties=species:S:1:pos:R:3:lowdin_charge:R:1
O -0.6618 -1.3232 3.2807 0.0728
C 0.3440 -1.4637 2.4301 -0.5170
C -1.8742 -1.8274 2.6961 -0.0801
O 0.0182 -2.2779 1.4195 0.0332
C -1.3818 -2.5971 1.4682 -0.0835
H -2.5073 -0.9712 2.4340 0.1411
H -2.3758 -2.4619 3.4326 0.1331
H -1.8434 -2.2687 0.5319 0.1403
H -1.4704 -3.6838 1.5833 0.1320
O 1.1089 -0.5150 2.1624 0.0169
Li 2.2896 -0.8136 0.6877 0.6938
C 1.8192 1.1760 -0.0207 -0.2614
C 1.0593 1.0797 -1.2955 -0.3382
O 0.7170 2.4154 -1.8522 -0.0212
C 0.1169 2.4911 -3.0337 -0.8387
O -0.2154 1.4502 -3.6653 -0.0969
O 0.0027 3.6446 -3.5426 -0.1194
H 1.2629 1.7756 0.7233 0.0051
H 2.7622 1.7361 -0.1635 -0.0071
H 0.1020 0.5498 -1.1797 0.0906
H 1.6374 0.5733 -2.0830 0.0928
Ag -0.9103 3.3119 -6.0137 0.8116
```


4.
Computed, not measured: a structure of composition C17H36CrF3N3S2Si4, with ωB97M-V/def2-TZVPD.

Values from the calculation:
HOMO-LUMO gap (alpha / beta) = 7.12 / 6.28 eV
LUMO level (alpha / beta) = -0.2 / -1.1 eV
HOMO (alpha / beta) = -7.3 / -7.4 eV
charge = 0
spin multiplicity = 5

```
66
Properties=species:S:1:pos:R:3:lowdin_charge:R:1
Cr -0.1361 0.6213 0.2665 0.1537
F -3.4159 2.0923 4.2588 0.1452
C -2.5789 3.1053 4.0354 -0.6128
F -1.5211 2.9488 4.8404 0.1420
F -3.2086 4.2314 4.4290 0.1249
C -2.1679 3.2040 2.5878 -0.1076
C -2.3164 4.3918 1.9157 0.0139
C -1.9261 4.5084 0.5796 -0.0435
C -1.4063 3.3975 -0.0302 -0.1351
N -1.2623 2.2322 0.6133 -0.1124
C -1.6059 2.0892 1.9196 -0.6906
S -1.2189 0.5446 2.5684 0.6889
H -2.7427 5.2422 2.4317 0.1265
H -2.0394 5.4347 0.0342 0.1085
H -1.1024 3.4080 -1.0727 0.1174
C -3.0457 -2.5724 1.5369 -0.2236
Si -3.5675 -1.4315 0.1484 0.3169
C -4.7971 -2.3793 -0.9069 -0.2133
C -4.5140 0.0412 0.8177 -0.2096
Si -1.7166 -0.7120 -1.0954 0.3922
Si -0.7497 -2.5603 -2.1596 0.3044
C -1.9814 -3.5083 -3.2127 -0.2084
C 0.6393 -2.0658 -3.3214 -0.2266
C -0.0736 -3.7587 -0.8890 -0.2199
Si -2.5527 0.6774 -2.7679 0.3213
C -3.7257 1.9898 -2.0893 -0.2194
C -3.5229 -0.2096 -4.1080 -0.2187
C -1.1183 1.5490 -3.6263 -0.2256
H -3.8565 -2.6881 2.2650 0.0341
H -2.1721 -2.1841 2.0656 -0.0047
H -2.7963 -3.5642 1.1460 0.0188
H -5.6981 -2.5999 -0.3218 0.0349
H -4.3842 -3.3287 -1.2499 0.0088
H -5.0991 -1.8044 -1.7870 0.0135
H -5.2469 -0.2847 1.5651 0.0388
H -5.0522 0.5498 0.0112 0.0182
H -3.8529 0.7640 1.2993 -0.0077
H -2.3789 -2.8883 -4.0205 0.0085
H -2.8270 -3.8599 -2.6204 0.0079
H -1.5002 -4.3851 -3.6642 0.0344
H 0.2731 -1.4095 -4.1188 0.0167
H 1.0743 -2.9566 -3.7887 0.0332
H 1.4351 -1.5436 -2.7801 -0.0294
H -0.8731 -4.1464 -0.2502 0.0183
H 0.6638 -3.2763 -0.2411 -0.0044
H 0.4116 -4.6077 -1.3830 0.0335
H -4.7586 1.6348 -2.1648 0.0296
H -3.6463 2.9167 -2.6694 0.0311
H -3.5447 2.2282 -1.0382 -0.0020
H -4.3568 -0.7719 -3.6789 0.0158
H -2.8960 -0.9128 -4.6642 0.0119
H -3.9341 0.5123 -4.8243 0.0340
H -0.3544 1.8696 -2.9083 -0.0125
H -1.4634 2.4286 -4.1821 0.0297
H -0.6320 0.8699 -4.3354 0.0196
C 2.7386 2.8591 -1.8021 -0.0639
N 2.0329 1.5915 -1.6962 -0.0430
C 1.7385 1.0224 -0.5044 -0.9709
N 1.7314 1.8181 0.6648 0.0513
S 1.8655 -0.6607 -0.1747 0.7096
H 2.9180 3.0644 -2.8537 0.0932
H 3.6968 2.8434 -1.2767 0.0942
H 2.1346 3.6816 -1.4177 0.0810
H 2.2606 0.8972 -2.3914 0.1270
H 1.8670 2.8108 0.5334 0.0999
H 2.3092 1.4320 1.3964 0.1024
```


5.
Computed, not measured: the molecule C6H9Br, with ωB97M-V/def2-TZVPD.

Values from the calculation:
HOMO-LUMO gap = 10.12 eV
LUMO level = 0.9 eV
HOMO = -9.3 eV
charge = 0
structure (SMILES) = CC1=C[C@@](C)(Br)C1
energy above the lowest of the compared OMol25 structures with the same formula, charge and spin = 1.364 eV
spin multiplicity = 1

```
16
Properties=species:S:1:pos:R:3:lowdin_charge:R:1
C 0.8359 -1.9555 -1.0440 -0.0508
C 0.3337 -0.6364 -0.6509 -0.3236
C 0.4421 0.6586 -0.9689 0.0167
C -0.6315 1.0228 0.1867 -0.8963
C -0.1594 1.7963 1.3530 -0.1348
Br -2.2788 1.7015 -0.4885 0.7234
C -0.6896 -0.5174 0.4606 -0.1495
H 0.7939 -2.3125 -2.0961 0.0902
H 0.3923 -2.7637 -0.4972 0.0653
H 1.9303 -1.8306 -0.7787 0.1076
H 0.9727 1.1937 -1.6546 0.0694
H -0.7982 1.4640 2.2008 0.1011
H -0.0290 2.8147 0.9967 0.0814
H 0.8036 1.2778 1.4805 0.0917
H -1.5814 -1.0045 0.1122 0.0982
H -0.3366 -0.9089 1.3884 0.1100
```


6.
Computed, not measured: a structure of composition C46H41GeN9NiO8S, with ωB97M-V/def2-TZVPD.

Values from the calculation:
HOMO-LUMO gap (alpha / beta) = 7.16 / 8.14 eV
LUMO level (alpha / beta) = -2.4 / -2.6 eV
HOMO (alpha / beta) = -9.5 / -10.7 eV
charge = +1
energy above the lowest of the compared OMol25 structures with the same formula, charge and spin = 0.736 eV
spin multiplicity = 4

```
107
Properties=species:S:1:pos:R:3:lowdin_charge:R:1
Ni -0.7293 -0.4521 1.5283 0.7157
N -2.1950 -1.4894 4.3814 0.1410
C -1.6081 -0.2364 4.5046 -0.2857
C -1.7318 0.3763 5.7564 -0.0008
C -1.1654 1.6121 5.9540 -0.0362
C -0.4813 2.2118 4.9032 -0.0298
C -0.4129 1.5429 3.7051 -0.1053
N -0.9742 0.3378 3.4864 0.0907
C -2.2469 -2.4231 3.3729 -0.2651
C -2.9914 -3.5897 3.6316 0.0106
C -3.1035 -4.5492 2.6615 -0.0345
C -2.4860 -4.3397 1.4258 -0.0383
C -1.7857 -3.1760 1.2602 -0.1306
N -1.6372 -2.2293 2.2101 0.0741
H -2.6716 -1.7824 5.2196 0.1396
H -2.2674 -0.1250 6.5512 0.1185
H -1.2511 2.1026 6.9140 0.1200
H -0.0148 3.1796 5.0063 0.1167
H 0.1079 1.9745 2.8706 0.0900
H -3.4727 -3.7113 4.5929 0.1214
H -3.6712 -5.4496 2.8515 0.1212
H -2.5513 -5.0589 0.6236 0.1151
H -1.3199 -2.9551 0.3042 0.0835
C 5.5399 0.5586 2.8637 -0.1089
C 4.1225 0.7272 3.4062 -0.2267
C 3.1484 -0.2497 2.8334 -0.5692
N 1.9041 -0.0074 2.6516 0.0425
N 1.2065 -1.0636 2.1149 -0.0445
C 1.9669 -2.1043 1.8908 -0.6747
N 1.5421 -3.2856 1.3881 0.1415
S 3.6084 -1.8638 2.3582 1.1506
H 6.1715 1.3770 3.2020 0.0809
H 5.5445 0.5583 1.7732 0.0786
H 5.9898 -0.3731 3.2104 0.0684
H 3.7386 1.7242 3.1869 0.1174
H 4.1215 0.6163 4.4936 0.1193
H 0.6934 -3.2685 0.8467 0.0679
H 2.2431 -3.9119 1.0303 0.0969
C 3.0734 -5.4223 -2.0497 -0.0836
C 3.8085 -4.2597 -1.8578 -0.0807
C 3.2199 -3.0187 -2.0551 -0.1065
C 1.8874 -2.9300 -2.4602 -0.2540
C 1.1621 -4.1045 -2.6675 -0.1051
C 1.7500 -5.3452 -2.4534 -0.0802
Ge 0.9459 -1.2494 -2.6977 1.0902
C 1.6777 0.3774 -3.4215 -0.2739
C 0.7969 1.4551 -3.5260 -0.1066
C 1.2603 2.7033 -3.9185 -0.0698
C 2.6043 2.8761 -4.2151 -0.0689
C 3.4819 1.8025 -4.1350 -0.0656
C 3.0222 0.5553 -3.7384 -0.0903
C -0.8432 -1.6024 -3.3557 -0.2760
C -1.1880 -1.2632 -4.6633 -0.0942
C -2.4544 -1.5506 -5.1556 -0.0689
C -3.3837 -2.1940 -4.3512 -0.0730
C -3.0534 -2.5359 -3.0481 -0.0726
C -1.7929 -2.2356 -2.5553 -0.1146
H 3.5399 -6.3876 -1.9027 0.1070
H 4.8488 -4.3205 -1.5629 0.1076
H 3.7926 -2.1194 -1.8815 0.0863
H 0.1338 -4.0544 -3.0044 0.0895
H 1.1788 -6.2492 -2.6207 0.1061
H -0.2562 1.3206 -3.2930 0.0944
H 0.5749 3.5385 -3.9832 0.1069
H 2.9726 3.8505 -4.5079 0.1129
H 4.5284 1.9412 -4.3709 0.1127
H 3.7168 -0.2718 -3.6588 0.1043
H -0.4660 -0.7754 -5.3085 0.1057
H -2.7153 -1.2716 -6.1682 0.1089
H -4.3694 -2.4196 -4.7360 0.1079
H -3.7800 -3.0249 -2.4120 0.1050
H -1.5537 -2.4740 -1.5243 0.0680
C -3.8317 1.2749 2.2148 0.0266
C -3.3513 0.9106 0.8451 -0.3348
O -2.6229 -0.0710 0.6817 -0.0011
C -3.7198 1.7987 -0.2740 -0.1538
C -2.7719 2.0234 -1.2715 -0.0090
C -3.0479 2.9028 -2.3017 -0.0523
C -4.2807 3.5386 -2.3594 -0.0571
C -5.2346 3.3067 -1.3772 -0.0581
C -4.9499 2.4511 -0.3259 -0.0134
H -3.5448 0.5130 2.9335 0.0672
H -4.9135 1.4048 2.2262 0.0905
H -3.3808 2.2328 2.4856 0.0974
H -1.8168 1.5235 -1.1977 0.1008
H -2.3047 3.0957 -3.0636 0.1014
H -4.5008 4.2193 -3.1710 0.1109
H -6.1916 3.8081 -1.4200 0.1102
H -5.6961 2.2821 0.4387 0.1110
O 4.7242 3.8792 -1.2270 0.0737
N 3.7408 4.4640 -0.8158 -0.3549
O 3.6522 5.6668 -0.6913 0.0881
C 2.5802 3.6557 -0.4514 -0.1410
C 2.6683 2.2780 -0.5535 0.0755
C 1.5613 1.5095 -0.2580 -0.0913
C 0.3728 2.0820 0.3414 -0.2616
O -0.5799 1.3758 0.8100 -0.1327
C 0.3519 3.5043 0.3519 -0.0518
C 1.4258 4.2784 -0.0502 0.0818
N -0.8194 4.2304 0.8381 -0.3278
O -0.9231 5.3960 0.5144 0.0897
O -1.6189 3.6449 1.5462 0.0700
N 1.6840 0.1302 -0.5238 -0.2796
O 2.8047 -0.3457 -0.8044 -0.0479
O 0.6051 -0.6770 -0.8610 -0.1920
H 3.5699 1.8118 -0.9210 0.1291
H 1.3591 5.3553 -0.0134 0.1361
```


7.
Computed, not measured: a structure of composition CHO3Ru, with ωB97M-V/def2-TZVPD.

Values from the calculation:
HOMO-LUMO gap (alpha / beta) = 6.39 / 9.00 eV
LUMO level (alpha / beta) = -15.1 / -14.4 eV
HOMO (alpha / beta) = -21.4 / -23.4 eV
charge = +2
energy above the lowest of the compared OMol25 structures with the same formula, charge and spin = 5.135 eV
spin multiplicity = 6

```
6
Properties=species:S:1:pos:R:3:lowdin_charge:R:1
C -0.8389 -0.0029 -0.2575 -0.5303
O -1.2814 -1.0560 0.3583 0.4091
O 0.3445 0.0859 -0.4901 -0.0243
Ru 2.2157 0.4263 0.0243 1.5692
O -1.9040 0.4701 0.2454 0.4199
H 3.8212 0.4358 0.4114 0.1566
```


8.
Computed, not measured: the molecule C2H3N3O, with ωB97M-V/def2-TZVPD.

Values from the calculation:
HOMO-LUMO gap (alpha / beta) = 8.51 / 8.48 eV
LUMO level (alpha / beta) = -0.7 / -0.9 eV
HOMO (alpha / beta) = -9.2 / -9.4 eV
charge = 0
energy above the lowest of the compared OMol25 structures with the same formula, charge and spin = 4.411 eV
spin multiplicity = 1

```
9
Properties=species:S:1:pos:R:3:lowdin_charge:R:1
O 0.0971 -1.6284 -1.2295 0.0680
C 0.3404 -0.6619 -0.3056 -0.5343
N 1.3991 -0.1515 0.1283 0.2127
N 0.3571 1.5471 0.9506 0.0770
N -0.8113 1.1072 0.6841 -0.0666
C -0.9110 -0.0858 0.2443 -0.0858
H 0.9155 -2.0059 -1.5840 0.1195
H 0.4003 2.5626 0.7083 0.1005
H -1.7873 -0.6833 0.4036 0.1090
```


Calculated values (eV Å⁻¹) of strongest force on any atom for the records, taken in order: 3.88, 0.60, 5.96, 1.95, 4.75, 0.75, 7.38, 0.99.
Calculated values (Eh) of DFT total energy for the records, taken in order: -2168.4839, -979.2488, -839.2445, -4132.1715, -2807.9547, -6855.2992, -358.1175, -317.3702.